Entry 1:
Computed, not measured: a cluster of 2 separate species, C7H17NO in total, with the ωB97M-V functional and the def2-TZVPD basis.

The SMILES is CCN(C)C(C)=O.CC. Its HOMO-LUMO gap is 9.787 eV. Its charge is 0.

Each line ends with the Löwdin charge.
Geometry (Å):
C1 -2.0171 1.7975 1.6620  -0.082
C2 -2.3007 0.3581 1.1898  -0.188
N1 -1.3748 -0.1119 0.1271  -0.121
C3 -1.5580 -1.5205 -0.1604  -0.062
C4 -0.5697 0.6253 -0.7263  -0.474
C5 0.2257 1.8303 -0.3288  -0.006
O1 -0.4274 0.1381 -1.8493  0.027
H1 -1.1414 1.8544 2.3086  0.083
H2 -2.9331 2.0584 2.1813  0.076
H3 -1.7978 2.4244 0.8061  0.041
H4 -2.3073 -0.3094 2.0320  0.107
H5 -3.2401 0.4016 0.6515  0.117
H6 -2.3987 -1.7569 -0.8108  0.093
H7 -0.6468 -1.8954 -0.6103  0.080
H8 -1.6471 -2.0287 0.7962  0.083
H9 0.5197 2.2837 -1.2778  0.092
H10 -0.3487 2.6416 0.1220  0.050
H11 1.0878 1.6966 0.3181  0.082
C6 2.9435 -1.3489 -1.5240  -0.172
C7 2.7351 -1.2279 -0.0019  -0.149
H12 3.9457 -1.0421 -1.8201  0.057
H13 2.8115 -2.3807 -1.8755  0.060
H14 2.2137 -0.8412 -2.1596  0.050
H15 3.6805 -1.5096 0.4642  0.059
H16 2.0031 -1.9631 0.3146  0.056
H17 2.5423 -0.1736 0.1713  0.043

Force components x, y, z for each atom (eV/Å):
-0.158 -1.113 -0.074
1.372 1.693 -1.634
0.317 0.392 1.445
0.544 0.063 -0.073
-0.642 -2.100 -0.571
-0.431 1.715 -0.581
0.553 0.724 0.363
-0.143 -0.036 0.186
0.148 0.650 0.205
-0.878 0.202 0.298
-0.095 -0.497 0.168
-0.730 -0.305 0.501
-0.137 0.065 -0.025
0.018 -0.082 -0.330
-0.336 -0.127 0.076
0.461 -0.303 0.071
0.182 -0.363 0.027
-0.012 -0.575 -0.054
-0.251 -0.849 -0.599
0.870 -0.208 -1.466
-0.025 0.140 -0.028
0.350 -0.063 0.311
-0.005 0.482 0.461
-0.080 0.146 0.252
-0.473 0.510 0.340
-0.421 -0.158 0.732

Entry 2:
Computed, not measured: an isolated molecule of C7H17NO2, with the ωB97M-V functional and the def2-TZVPD basis.

The SMILES is CC(C)[C@H](N)[C@H](O)[C@@H](C)O. Its HOMO-LUMO gap is 8.833 eV. Its charge is 0.

Each line ends with the Löwdin charge.
Geometry (Å):
C1 0.8093 -2.4996 0.9107  -0.108
C2 0.4126 -1.1391 1.4471  -0.311
C3 1.4270 -0.6086 2.4432  -0.116
C4 0.3367 0.0047 -0.0022  -0.297
N1 0.7182 1.3366 0.2855  0.058
C5 -1.0593 -0.2289 -0.3687  -0.283
O1 -1.3239 -1.4215 -1.0127  -0.031
C6 -1.3105 0.9892 -1.7781  -0.306
C7 -1.3244 2.4868 -1.5751  -0.087
O2 -0.3524 0.5851 -2.7542  -0.064
H1 0.0709 -2.8787 0.2062  0.065
H2 1.7814 -2.4441 0.4156  0.078
H3 0.9159 -3.2404 1.7083  0.074
H4 -0.5678 -1.2010 1.9274  0.117
H5 1.0941 0.3193 2.9120  0.065
H6 2.3918 -0.4314 1.9626  0.074
H7 1.5964 -1.3247 3.2531  0.076
H8 1.0394 -0.4257 -0.7178  0.139
H9 0.1704 1.7409 1.0353  0.098
H10 1.6982 1.4241 0.5171  0.086
H11 -1.8032 -0.0018 0.3936  0.142
H12 -0.9190 -1.3440 -1.8994  0.106
H13 -2.2798 0.6732 -2.1771  0.124
H14 -2.0822 2.7590 -0.8421  0.076
H15 -1.5803 2.9992 -2.5089  0.077
H16 -0.3549 2.9025 -1.2976  0.058
H17 0.4955 0.9688 -2.4838  0.090

Force components x, y, z for each atom (eV/Å):
0.026 -0.220 0.090
0.990 1.336 -1.861
-0.115 -0.040 0.055
0.852 -3.232 3.898
-0.089 0.564 0.033
-1.303 4.059 -4.259
0.096 -0.529 -0.099
-0.161 -1.653 1.501
0.129 0.230 -0.173
0.037 0.102 0.341
0.100 0.020 -0.027
0.011 0.007 -0.098
-0.043 0.041 0.103
-0.092 0.245 -0.292
0.063 0.069 -0.054
0.050 0.020 0.007
-0.021 -0.018 -0.039
-0.165 -0.126 -0.001
0.032 0.071 -0.041
-0.063 -0.139 0.113
0.096 -0.164 0.020
-0.112 -0.061 0.402
0.130 -0.092 0.086
0.064 0.077 0.169
-0.219 -0.247 -0.064
-0.119 -0.244 0.283
-0.174 -0.078 -0.093

Entry 3:
Computed, not measured: a structure of composition C7H17O9S2Tl, with the ωB97M-V functional and the def2-TZVPD basis.

Its HOMO-LUMO gap is 2.049 eV. Its charge is +2.

Each line ends with the Löwdin charge.
Geometry (Å):
Tl1 -10.7894 -8.1080 -21.4874  1.218
O1 -7.3151 -8.2662 -17.6728  0.328
C1 -7.3711 -8.4521 -18.9306  -0.649
O2 -8.2554 -8.0441 -19.7321  0.224
O3 -6.5777 -9.1365 -19.6001  0.458
H1 -7.9737 -7.5829 -17.4395  0.198
O4 -13.0914 -4.4154 -23.7559  -0.197
S1 -12.6083 -4.4255 -22.4409  0.585
O5 -11.7021 -5.4583 -21.9866  -0.461
O6 -11.8919 -3.0124 -22.2187  -0.212
C2 -10.8947 -2.8585 -21.2106  -0.257
C3 -10.0693 -1.6369 -21.5382  -0.037
C4 -13.9724 -4.2525 -21.3305  -0.092
H2 -10.2803 -3.7664 -21.1592  0.116
H3 -11.3734 -2.7351 -20.2202  0.144
H4 -9.5126 -1.3025 -20.6692  0.091
H5 -10.6972 -0.8528 -21.9634  0.099
H6 -9.3922 -1.8857 -22.3643  0.098
H7 -13.6565 -4.3410 -20.2962  0.079
H8 -14.7198 -4.9636 -21.6793  0.087
H9 -14.3875 -3.2594 -21.4978  0.091
O7 -11.0377 -9.2689 -26.3957  -0.201
S2 -11.0386 -10.0284 -25.2045  0.579
O8 -10.9082 -9.3027 -23.9592  -0.458
O9 -12.3883 -10.8044 -25.0759  -0.223
C5 -12.7793 -11.7172 -26.1271  -0.233
C6 -12.5348 -13.1819 -25.7963  -0.057
C7 -9.7702 -11.2592 -25.3655  -0.079
H10 -12.4211 -11.4504 -27.1239  0.132
H11 -13.8577 -11.5955 -26.2480  0.134
H12 -12.7985 -13.3128 -24.7452  0.092
H13 -11.5100 -13.4952 -25.9860  0.069
H14 -13.1830 -13.8269 -26.3842  0.094
H15 -8.9471 -10.9088 -24.7388  0.078
H16 -9.3950 -11.2615 -26.3821  0.093
H17 -10.1377 -12.1838 -24.9366  0.067

Force components x, y, z for each atom (eV/Å):
-0.453 0.204 -0.763
-0.019 0.283 -0.414
-0.292 0.181 2.017
1.140 -0.776 -0.970
-0.620 0.283 -1.105
0.031 0.006 0.618
-0.168 -0.284 -1.031
-0.135 1.278 1.075
0.217 -0.699 0.214
0.042 -0.616 -0.180
0.386 0.330 0.512
-0.123 -0.346 -0.796
-0.094 0.172 -0.383
-0.106 0.065 -0.005
-0.113 -0.094 -0.241
0.030 0.129 -0.028
-0.067 0.157 0.436
0.178 0.010 0.233
-0.062 -0.282 0.019
0.042 -0.235 0.390
0.102 0.032 -0.076
0.059 0.756 -0.681
-0.172 -0.504 -0.578
0.107 0.113 0.881
0.437 -0.057 0.429
-1.284 -0.976 -1.355
0.219 0.448 0.493
0.353 0.527 1.011
0.612 0.379 0.345
0.037 0.301 0.457
0.134 -0.301 -0.021
0.017 -0.050 0.122
-0.086 0.145 -0.113
-0.053 0.021 0.016
-0.397 -0.365 -0.185
0.100 -0.237 -0.342

Entry 4:
Computed, not measured: a structure of composition C7H18BrHoI2OP2, with the ωB97M-V functional and the def2-TZVPD basis.

The spin multiplicity is 5. Its HOMO-LUMO gap (alpha / beta) is 6.606 / 6.658 eV. Its charge is +2.

Each line ends with the Löwdin spin population.
Geometry (Å):
I1 4.2212 1.0795 -3.0026  0.000
I2 4.4869 -0.6088 -0.9903  -0.001
Ho1 0.5434 -0.9329 0.9509  4.052
P1 0.3393 1.8298 1.7028  -0.009
C1 1.8641 2.8160 1.5821  -0.001
C2 -0.8655 3.2567 1.6037  -0.002
H1 -0.6226 3.9390 2.4399  0.000
H2 0.3989 2.4387 3.9840  0.000
H3 -1.9255 2.9775 1.6732  0.000
H4 -0.5311 0.9019 3.8746  0.000
H5 1.9503 3.3247 0.6187  0.000
H6 -0.7319 3.8362 0.6807  0.000
C3 0.3485 1.4493 3.5083  0.001
H7 1.8416 3.5939 2.3846  0.000
H8 1.2483 0.8865 3.7769  0.000
H9 2.7530 2.1958 1.7151  0.000
P2 -0.8652 -1.9556 -1.3381  -0.009
C4 0.1580 -2.5460 -2.7230  -0.001
C5 -1.2498 -3.5639 -0.5195  0.001
H10 -3.2767 -1.2684 -1.7424  0.000
H11 -2.6996 -2.5885 -2.8072  0.000
H12 -2.2411 -0.9164 -3.1391  0.000
C6 -2.4203 -1.6320 -2.3261  -0.002
H13 -1.9351 -3.4992 0.3368  0.000
H14 -1.7058 -4.1637 -1.3194  0.000
H15 -0.3793 -3.3904 -3.2214  0.000
H16 1.1309 -2.9017 -2.3768  0.000
H17 -0.3290 -4.0586 -0.1943  0.000
H18 0.3312 -1.7671 -3.4698  0.000
C7 0.8669 0.3591 -0.7984  -0.005
O1 1.2307 0.9843 -1.7230  0.003
Br1 -1.9345 -0.0760 0.8592  -0.025

Force components x, y, z for each atom (eV/Å):
0.085 0.036 -0.078
-0.246 -0.149 0.283
-2.029 0.010 0.776
0.516 1.096 0.687
0.284 0.449 0.537
-0.283 -0.293 -0.172
0.011 -0.472 -0.265
-0.008 -0.396 0.208
0.405 -0.119 0.032
0.136 0.269 -0.223
-0.109 -0.100 0.044
0.101 -0.365 0.104
-0.179 0.096 -0.117
0.121 -0.552 -0.622
0.035 0.105 0.032
0.015 0.055 0.049
-0.149 -0.999 -0.992
-0.058 -0.668 -0.348
-0.156 0.157 -0.060
0.396 -0.160 -0.002
0.265 0.309 0.367
0.190 -0.075 0.331
-0.098 0.307 0.312
0.085 0.117 -0.341
0.075 -0.127 0.414
0.485 0.613 0.316
-0.023 -0.057 -0.046
-0.015 -0.055 -0.099
-0.073 0.018 0.138
2.418 4.089 -6.047
-2.225 -2.664 4.195
0.028 -0.475 0.585

Energy relative to the best compared isomer or geometry (same formula, charge and spin) (computed, kcal per mole): 37.57 63.40 5.99 0.00
Largest force on an atom (computed, eV Å⁻¹): 2.7 6.0 2.1 7.7
M (computed, g/mol): 131.2 147.2 513.7 678.8